# 1
C4H7LuO2 | wB97M-V/def2-TZVPD

Results
HOMO energy, eV: -17.19
Total charge: +2
LUMO level, eV: -9.887
Molar mass, g/mol: 262.06
Energy above the lowest of the compared OMol25 structures with the same formula, charge and spin, kJ/mol: 6.9
Energy, hartree: -1541.85042
HOMO-LUMO gap, hartree: 0.268

Cartesian coordinates (Å):
O1 0.83116 -0.66378 2.05436
C1 0.91740 0.57678 1.88228
C2 0.31325 1.26260 0.75171
H1 -0.22898 2.14599 1.12218
H2 1.64192 1.12943 2.50576
H3 1.13040 1.56878 0.07182
Lu1 -0.62240 -1.82387 0.97891
C3 -0.73726 0.18349 -0.28008
C4 -0.49493 -0.54423 -1.52182
O2 -0.53161 -1.96191 -1.40976
H4 0.55465 0.12062 -1.41316
H5 -1.04529 -0.22640 -2.40762
H6 -1.71483 0.67963 -0.27600
H7 -0.01348 -2.44713 -2.05858

Atomic forces in eV per Å
O -0.573 0.285 0.037
C 1.332 -0.708 -0.454
C -1.612 -1.770 -2.800
H 0.039 -0.093 -0.480
H -0.491 -0.132 0.232
H -0.014 0.365 0.489
Lu -0.030 0.911 -1.625
C -2.392 0.357 5.387
C 4.052 4.288 -0.992
O 0.307 -0.541 2.481
H -0.996 -2.905 -2.352
H 0.017 -0.044 0.251
H 0.171 0.039 0.308
H 0.190 -0.052 -0.482

---

# 2
CH4N2O2S | wB97M-V/def2-TZVPD

Results
HOMO energy (spin up / spin down), eV: -8.65 / -8.65
LUMO level (spin up / spin down), eV: 0.374 / 0.375
Molar mass, g/mol: 108.12
Energy above the lowest of the compared OMol25 structures with the same formula, charge and spin, kJ/mol: 280.8
Energy, hartree: -698.56839
HOMO-LUMO gap (spin up / spin down), hartree: 0.332 / 0.332

Cartesian coordinates (Å):
C1 0.13438 -0.55887 -1.52505
N1 -0.23154 -0.20626 2.48378
N2 -0.54425 0.10206 1.37014
O1 0.08253 2.20069 -0.20891
O2 1.14402 -0.00002 -0.66462
S1 0.85928 1.22335 0.45746
H1 -0.72988 0.07468 -1.36471
H2 -0.18461 -1.49885 -1.04912
H3 0.52210 -0.74586 -2.49104
H4 -1.05201 -0.59093 2.99205

Atomic forces in eV per Å
C -1.102 -0.099 3.120
N 0.470 0.418 1.176
N 0.128 1.301 -1.391
O -1.276 1.704 -0.431
O 1.350 0.836 1.067
S 0.066 -4.297 -0.623
H -0.332 0.263 -1.205
H 0.308 -0.047 -0.384
H 0.242 0.358 -0.964
H 0.145 -0.438 -0.365

---

# 3
C5H11O | wB97M-V/def2-TZVPD

Results
2S+1: 2
HOMO energy (spin up / spin down), eV: -9.78 / -9.76
LUMO level (spin up / spin down), eV: 1.018 / -1.645
Molar mass, g/mol: 87.14
Energy above the lowest of the compared OMol25 structures with the same formula, charge and spin, kJ/mol: 138.5
Energy, hartree: -272.22568
HOMO-LUMO gap (spin up / spin down), hartree: 0.397 / 0.298

Cartesian coordinates (Å):
C1 2.35353 -1.29813 -0.82457
C2 2.49859 -2.40349 -0.11298
H1 1.90525 -0.39007 -0.43630
H2 2.69390 -1.26191 -1.85374
H3 2.08096 -2.49618 0.88349
H4 2.99644 -3.28199 -0.50498
C3 -0.49434 1.42921 1.12281
O1 0.61318 0.80353 0.66975
C4 -1.81861 0.84149 0.63059
C5 -1.83073 0.71506 -0.89313
H5 -0.45196 2.50849 0.87901
H6 -0.48977 1.47570 2.22757
H7 -2.64885 1.47390 0.95336
H8 -1.94144 -0.14605 1.08088
H9 -2.74048 0.23823 -1.25566
H10 -0.98827 0.09614 -1.20335
H11 -1.73741 1.69607 -1.36274

Atomic forces in eV per Å
C 0.144 0.126 -0.260
C -0.232 -0.075 0.109
H -0.016 -0.373 -0.048
H 0.167 0.022 0.040
H 0.189 0.110 0.074
H -0.078 -0.004 -0.084
C -0.986 0.172 0.108
O 0.063 0.301 0.310
C 0.126 -0.091 -0.340
C 0.119 -0.110 0.195
H 0.305 -0.030 -0.203
H 0.299 -0.148 0.033
H 0.047 -0.025 0.171
H -0.095 0.021 0.031
H -0.050 0.063 0.031
H 0.002 0.066 -0.110
H -0.006 -0.022 -0.058

---

# 4
C16H21AuN5O3S3 | wB97M-V/def2-TZVPD

Results
HOMO energy, eV: -11.48
Total charge: +1
LUMO level, eV: -4.154
Molar mass, g/mol: 624.54
Energy above the lowest of the compared OMol25 structures with the same formula, charge and spin, kJ/mol: 0.0
Energy, hartree: -2451.86681
HOMO-LUMO gap, hartree: 0.269

Cartesian coordinates (Å):
Au1 -0.39949 0.54833 0.16012
N1 -4.06096 0.09284 -1.51363
C1 -3.70622 -1.20995 -1.85255
C2 -4.44956 -2.24636 -2.40501
C3 -3.77155 -3.42151 -2.63940
C4 -2.40204 -3.55488 -2.34685
C5 -1.67238 -2.52255 -1.80177
C6 -2.35344 -1.33560 -1.54511
N2 -1.92584 -0.11100 -1.03067
C7 -2.97244 0.69725 -1.02770
C8 -2.83658 2.06088 -0.53312
C9 -3.74535 3.05223 -0.36616
S1 -2.98945 4.42093 0.31773
C10 -1.50607 3.60098 0.35761
N3 -1.56031 2.39199 -0.12638
H1 -4.97637 0.50035 -1.60408
H2 -5.50017 -2.13895 -2.63643
H3 -4.30367 -4.26265 -3.06162
H4 -1.91301 -4.49692 -2.55170
H5 -0.62573 -2.62859 -1.56414
H6 -4.79996 3.04957 -0.58688
H7 -0.60129 4.04424 0.74530
O1 -1.12909 -0.02853 2.98263
S2 -1.41812 -1.34284 2.41473
O2 -2.62125 -1.37938 1.62105
O3 -1.12215 -2.47382 3.24135
S3 0.19647 -1.52661 0.91295
C11 2.60057 0.10687 -1.64282
C12 2.70441 1.30705 -0.71182
N4 3.06910 0.97184 0.66882
C13 4.46565 0.55824 0.88981
C14 4.64825 -0.95128 0.94798
C15 2.20633 1.03444 1.66954
C16 2.70461 0.90775 3.08101
N5 0.91169 1.25144 1.50714
H8 2.17139 0.42140 -2.59464
H9 1.97268 -0.67641 -1.21677
H10 3.58108 -0.31855 -1.85256
H11 1.77616 1.87292 -0.68552
H12 3.47189 1.99312 -1.07563
H13 4.83461 1.02694 1.80003
H14 5.04163 0.97771 0.06526
H15 4.04211 -1.40337 1.73279
H16 5.69361 -1.18071 1.15254
H17 4.37362 -1.42471 0.00734
H18 3.39563 1.71674 3.31897
H19 3.22613 -0.03791 3.21954
H20 1.87016 0.93740 3.77576
H21 0.40471 1.12962 2.38294

Atomic forces in eV per Å
Au -0.041 0.009 -0.023
N 0.032 -0.082 -0.022
C -0.101 0.043 -0.029
C 0.013 0.016 0.013
C 0.046 -0.038 -0.002
C -0.071 0.019 -0.007
C 0.029 -0.009 0.010
C 0.070 0.123 0.037
N -0.036 -0.117 -0.029
C -0.042 0.073 -0.001
C 0.028 -0.083 -0.001
C -0.022 0.028 -0.023
S 0.006 0.033 0.019
C 0.017 -0.009 -0.088
N -0.019 -0.002 0.061
H 0.002 0.003 0.000
H -0.001 0.003 0.002
H 0.005 -0.003 0.000
H 0.001 -0.003 -0.002
H -0.008 -0.007 -0.003
H 0.001 -0.003 -0.004
H 0.002 -0.016 0.026
O -0.018 -0.036 -0.066
S 0.145 -0.089 0.203
O -0.013 0.085 -0.049
O -0.039 0.094 -0.097
S 0.093 -0.055 -0.011
C -0.001 0.006 -0.013
C 0.033 -0.009 0.012
N -0.001 0.003 -0.061
C 0.008 0.052 -0.010
C -0.018 -0.029 0.003
C -0.013 -0.138 0.032
C 0.013 0.011 -0.012
N -0.090 0.107 0.108
H 0.001 -0.008 0.001
H 0.001 0.007 -0.017
H 0.002 -0.012 0.021
H -0.029 -0.004 0.005
H -0.013 0.004 0.003
H 0.011 0.004 -0.015
H 0.015 -0.002 0.021
H 0.004 0.011 0.003
H 0.003 -0.011 -0.004
H 0.002 0.006 -0.008
H 0.007 -0.003 -0.005
H -0.022 0.001 0.002
H -0.003 -0.013 0.004
H 0.013 0.041 0.017